C20H16AsF38NaO4 as an isolated structure at a distorted geometry, computed with ωB97M-V/def2-TZVPD.

```
80
Properties=species:S:1:pos:R:3:forces:R:3:lowdin_charge:R:1
Na -1.71069 -0.17661 -0.21159 -0.3873 0.3727 -0.2417 0.475
As -4.68737 0.97919 -1.33579 -2.3246 0.2991 0.4621 0.951
F -4.97990 -0.68442 -0.63836 0.3776 1.6861 -1.0820 -0.289
F -5.75457 0.67560 -2.78697 1.9456 0.3296 2.0390 -0.279
F -4.28941 2.65892 -1.83765 -0.3004 -1.6257 -0.0093 -0.276
F -3.65549 1.28394 0.09389 -0.1033 -0.3988 -0.4210 -0.281
F -3.21419 0.36786 -2.11291 -0.7066 0.1532 0.1808 -0.263
F -6.09780 1.60813 -0.42439 1.5272 -0.7683 -1.0361 -0.272
C 0.45565 1.84225 5.72638 1.8758 1.0424 -0.3209 -0.035
C 1.65910 2.70882 5.11016 -1.6723 -1.3100 2.3494 -0.444
C 2.41468 3.48905 6.27094 1.1814 0.7730 -1.4084 -0.312
F 1.65205 4.39726 6.91965 -0.7156 -0.4411 -0.2324 0.092
F 2.94855 2.66158 7.16474 -0.3408 -1.2588 0.7731 0.104
F 2.48900 1.89971 4.44170 0.6467 -0.1393 0.2209 0.139
F 1.18024 3.57025 4.22985 -0.3920 1.2432 -0.7146 0.134
O -0.23020 1.15873 4.69981 -0.4052 -1.1004 -0.4717 0.029
C -0.36791 -0.21430 4.85084 0.1806 0.2709 -1.6966 -0.551
C -1.45120 -0.79387 3.89365 -2.7964 2.2414 1.1459 -0.302
F -1.22963 -0.60742 2.57925 0.8010 -0.2017 -0.1249 0.107
F -1.80998 -2.04388 4.14598 1.3754 -1.8853 -0.0075 0.125
F 0.76432 -0.87267 4.58155 1.0349 -0.0514 0.1127 0.165
F -0.71249 -0.50913 6.08869 -0.4337 -0.3416 1.0985 0.179
H -0.21686 2.54227 6.22215 -0.0332 -0.1717 0.0971 0.147
H 0.95194 1.17541 6.43145 -0.3261 -0.0748 0.1153 0.142
H 3.28239 4.03247 5.89695 -0.1922 0.1865 -0.7389 0.167
H -2.39646 -0.32461 4.16636 0.1467 1.2196 -0.3310 0.175
C 4.95181 -2.11141 -2.54962 0.0480 -1.1215 -0.7215 -0.042
C 6.45753 -2.23133 -2.15822 -2.3860 2.7007 -1.2639 -0.439
C 7.25949 -3.24056 -3.00752 1.7478 0.3748 0.2784 -0.318
F 6.86462 -4.51870 -2.91185 -0.6893 0.0014 0.3462 0.110
F 7.30486 -2.91997 -4.31560 -0.7633 0.3803 -0.2198 0.098
F 7.05580 -0.97552 -2.29780 -0.0628 -1.1098 -0.4890 0.085
F 6.50678 -2.47309 -0.87768 0.7074 -1.1812 1.8004 0.164
O 4.17480 -1.09301 -1.89777 -0.1136 -0.0375 0.2934 0.045
C 2.78700 -1.29953 -1.83747 2.1606 1.1853 1.6307 -0.560
C 2.12345 -0.08755 -1.11594 1.1073 1.0001 -1.4180 -0.330
F 0.80038 -0.25574 -1.01506 -1.3833 -0.4871 -0.9004 0.109
F 2.50224 0.12825 0.09954 1.5845 -0.5811 3.1281 0.155
F 2.28956 -1.33436 -3.03748 -0.9856 -0.5808 -1.8023 0.200
F 2.50802 -2.43232 -1.18294 -0.3262 -0.6753 0.0458 0.158
H 4.53983 -3.09364 -2.31813 -0.0850 -0.1026 0.1632 0.141
H 4.92139 -2.04627 -3.63725 -0.1858 0.5011 -0.0628 0.142
H 8.29394 -3.16294 -2.67285 0.1022 -0.1391 0.3835 0.170
H 2.42819 0.84258 -1.59562 -0.6826 -0.1064 -1.1348 0.177
C -1.16661 3.39204 -1.14102 -0.7679 1.4648 0.4640 -0.039
C -0.56065 3.05769 -2.48667 0.7812 0.2645 1.1400 -0.467
C -0.85149 4.09333 -3.60803 -3.6936 -1.5810 -0.2758 -0.382
F -0.68457 5.36747 -3.34228 0.5723 1.4909 1.6853 0.141
F -0.18499 3.87145 -4.70719 1.9091 -1.1834 -1.4844 0.141
F 0.75764 3.02817 -2.39735 2.6281 -0.0750 0.4234 0.133
F -0.90240 1.79575 -2.79880 -0.7299 -0.2313 -0.9266 0.128
O -0.98692 2.43819 -0.07716 0.3964 -0.9666 0.4116 0.011
C -0.45191 2.80847 1.18160 -0.9591 2.5170 -1.7823 -0.531
C -1.51300 3.53955 2.13364 1.9822 0.0943 -0.2202 -0.328
F -2.09980 4.61148 1.60097 0.3521 0.7796 -0.8970 0.125
F -2.45414 2.67997 2.35242 -1.9012 -2.1607 0.5694 0.143
F 0.03654 1.77523 1.79766 -0.4322 -1.9667 0.4695 0.189
F 0.62128 3.57974 0.96991 0.2946 1.2388 -0.1399 0.152
H -2.22659 3.51477 -1.36345 -0.2559 -0.1737 0.5277 0.130
H -0.77419 4.36062 -0.83124 0.0146 0.0069 -0.0370 0.149
H -1.89557 3.93823 -3.87992 -0.4907 0.0846 0.1943 0.172
H -1.06476 3.81887 3.08714 0.4309 0.0917 -0.0677 0.159
C -1.08043 -3.27609 -1.77081 -0.5665 0.4381 -1.5252 -0.011
C -1.29517 -2.69864 -3.22042 0.4779 -0.4433 2.1381 -0.441
C -2.64944 -3.01652 -3.86750 -0.0598 2.0446 -1.1311 -0.361
F -2.94664 -4.30145 -3.86979 0.6105 -1.4847 0.0031 0.136
F -3.63103 -2.40154 -3.25321 -1.5251 1.0710 1.6195 0.125
F -0.94011 -1.38035 -3.18374 -1.0976 0.0358 -0.0666 0.114
F -0.41754 -3.25204 -4.03105 1.4940 -1.1910 -1.0603 0.143
O -2.03961 -2.56045 -0.95498 0.5628 -1.5467 0.6328 -0.015
C -2.57067 -3.29759 0.14385 0.1251 0.4143 -1.8371 -0.532
C -3.75224 -4.20033 -0.35342 -1.7099 1.0155 -1.0359 -0.304
F -3.49717 -5.08287 -1.32557 1.5699 -0.0960 -0.7432 0.107
F -4.42307 -4.91804 0.52666 0.1812 -0.4848 2.3814 0.130
F -1.60563 -3.85952 0.83952 0.7479 -1.1481 0.1790 0.195
F -3.05720 -2.34340 0.90342 -1.1124 0.7726 0.9307 0.175
H -0.04469 -3.12990 -1.46426 -0.0822 0.4791 0.0892 0.130
H -1.20940 -4.35664 -1.83323 -0.5635 0.0363 0.2824 0.143
H -2.69640 -2.60331 -4.87505 0.6786 -0.3413 -0.4495 0.178
H -4.50497 -3.51214 -0.73799 0.3803 0.6635 -0.2766 0.170
```
Forces are in eV/Å.

Values from the calculation:
- gap between HOMO and LUMO (eV) = 11.8
- 2S+1 = 1
- HOMO energy (Eh) = -0.4309

C20H16AsF9GdNO11S2Sb as an isolated structure at a distorted geometry, computed with ωB97M-V/def2-TZVPD.

```
62
Properties=species:S:1:pos:R:3:forces:R:3:lowdin_spin:R:1
Gd 0.01258 -0.18502 0.17966 -1.2700 -2.6411 -0.5157 5.036
O -2.82433 -3.41881 1.18004 0.0028 0.0853 -0.0032 0.006
C -2.32228 -2.61217 0.41566 -0.0042 -0.1900 -0.0769 0.011
O -1.79136 -1.47804 0.75432 -0.2693 0.0670 0.4265 0.192
C -2.29728 -2.89188 -1.09071 0.0103 0.0509 0.1010 0.012
C -2.45511 -1.62010 -1.94391 -0.0525 -0.0398 0.0288 0.000
C -2.83943 -1.99774 -3.37691 -0.0030 0.0049 0.0091 0.000
C -1.50136 -2.56732 -3.91029 0.0066 0.0209 0.0109 0.000
C -0.59007 -2.39529 -2.69083 -0.0072 -0.0824 0.0007 0.000
O -1.09350 -1.19071 -2.09120 0.0086 0.0253 -0.0511 -0.003
C -0.91888 -3.43464 -1.61170 0.0794 -0.0480 0.0278 0.001
C 0.21706 -3.48775 -0.57267 0.1666 0.1934 0.0964 0.000
O 0.59656 -4.58522 -0.17455 -0.0205 -0.1445 -0.0391 0.001
O 0.72072 -2.35503 -0.24490 -0.1323 -0.0584 0.0354 -0.003
H -3.09588 -3.60959 -1.27632 0.0273 -0.0159 -0.0441 0.001
H -3.03517 -0.81958 -1.49537 0.0221 0.0207 0.0029 0.000
H -3.12954 -1.10476 -3.92644 -0.0035 0.0038 0.0002 0.000
H -3.65819 -2.71962 -3.39642 0.0018 0.0036 -0.0063 0.000
H -1.12714 -1.96864 -4.73738 -0.0026 -0.0114 -0.0162 0.000
H -1.56595 -3.61329 -4.21614 -0.0029 0.0043 0.0094 0.000
H 0.46672 -2.27237 -2.90498 -0.0024 0.0234 0.0184 0.000
H -1.02242 -4.43902 -2.02021 -0.0521 0.0075 -0.0078 0.000
F -2.86698 1.27944 6.43745 0.0110 -0.0101 -0.0076 0.000
C -2.39774 0.40128 5.51253 0.0066 -0.0038 0.0197 0.009
F -1.30310 -0.15865 6.05763 -0.0224 0.0023 -0.0121 0.019
F -3.32936 -0.56463 5.42114 0.0030 0.0157 -0.0007 0.003
C -2.12390 1.08005 4.20307 0.0682 0.0101 0.0342 0.027
C -2.42171 2.42272 4.05799 -0.0097 -0.0160 -0.0126 0.000
C -2.20969 3.04816 2.84227 0.0022 -0.0037 -0.0166 0.020
C -1.67378 2.29689 1.81343 0.0118 0.0760 0.0036 -0.002
N -1.34719 1.01853 1.95767 0.0603 0.0472 0.0854 0.018
C -1.55712 0.38432 3.11810 -0.1635 0.0238 -0.0439 0.051
S -1.12434 -1.29514 3.18185 -0.1335 -0.0586 0.0125 0.621
H -2.83220 2.97123 4.89437 0.0017 -0.0012 0.0013 0.000
H -2.43872 4.09375 2.69573 -0.0002 -0.0003 0.0043 0.001
H -1.47467 2.71888 0.83476 0.0019 -0.0070 0.0014 0.000
O 3.39738 0.09801 3.55388 -0.0803 0.0293 -0.0626 0.000
As 2.27042 0.90834 2.41621 0.3998 -0.2130 0.6213 0.000
O 1.30650 1.88386 3.29529 -0.0002 0.0812 -0.0905 0.001
O 1.67713 -0.39657 1.54896 0.8881 0.6264 0.8228 -0.006
C 3.69647 1.78764 1.39862 -0.0034 -0.0616 -0.0691 -0.001
C 4.94085 1.93699 2.00445 -0.0352 0.0146 -0.0232 0.000
C 6.00464 2.49314 1.30629 0.0035 -0.0027 0.0076 0.000
C 5.85337 2.89864 -0.01185 0.0204 0.0057 -0.0096 0.000
C 4.62115 2.76319 -0.63012 -0.0150 0.0145 -0.0048 0.000
C 3.56704 2.21085 0.08094 -0.0529 -0.0537 0.0461 0.000
S 1.97967 2.16283 -0.73986 0.4694 0.2726 -0.0048 -0.001
O 2.25548 0.64459 -1.32295 -0.1287 0.1764 -0.2546 -0.001
O 1.01265 1.99564 0.37519 0.3234 0.5592 0.0009 -0.007
O 1.04204 0.13676 -1.94709 -0.1454 0.8324 0.1370 -0.006
H 2.92269 -0.68097 3.86926 0.0619 -0.0313 -0.0307 0.000
H 5.07069 1.59895 3.02258 0.0186 -0.0074 0.0002 0.000
H 6.96433 2.60272 1.79683 -0.0012 0.0010 0.0024 0.000
H 6.68913 3.32186 -0.55460 -0.0027 0.0033 0.0000 0.000
H 4.46743 3.07896 -1.65548 -0.0030 0.0010 -0.0008 0.000
F -1.20977 1.17684 -1.02548 0.2252 0.1723 -0.6043 0.000
Sb -0.27586 1.50753 -3.05952 -0.3373 0.6874 -1.2704 0.000
F -0.29740 3.15536 -2.07346 0.0328 -0.1650 0.1133 0.000
F 1.52431 2.08875 -3.52165 -0.0082 -0.0564 0.1958 0.000
F -0.71490 2.67416 -4.53432 0.0387 -0.0894 0.0340 0.000
F 0.01207 0.13137 -4.35498 -0.0523 -0.1394 0.2231 0.000
F -2.13034 1.09059 -3.26999 0.0436 -0.0112 0.1449 0.000
```
Forces are in eV/Å.

Values from the calculation:
- gap between HOMO and LUMO (alpha / beta) (eV) = 7.6 / 6.8
- 2S+1 = 7
- total charge = -2
- HOMO energy (alpha / beta) (Eh) = -0.1303 / -0.1325